This record from OMol25 describes a structure of composition C49H74BrN14O4Y at a distorted geometry. The level of theory is ωB97M-V/def2-TZVPD.

Last column: Löwdin charge in e.
Cartesian coordinates (Å):
Y (0.3174, -0.2313, 0.1730)  1.663
C (1.7887, -0.3119, -5.0925)  -0.048
N (2.5157, -1.1596, -4.1651)  -0.169
C (3.6307, -1.8937, -4.7549)  -0.042
C (2.0893, -1.4393, -2.8834)  -0.391
N (1.7401, -0.4890, -2.0218)  0.026
C (2.1208, 0.8743, -2.4099)  -0.238
C (2.6351, 1.6811, -1.2436)  -0.162
N (1.6803, 1.9190, -0.1329)  -0.215
C (0.7877, 3.0659, -0.4017)  -0.181
C (-0.1691, 2.9340, -1.5608)  -0.201
N (-0.8422, 1.6288, -1.6287)  0.050
C (-1.9316, 1.6039, -2.3368)  -0.411
N (-2.3331, 0.4384, -2.9556)  -0.136
C (-1.3937, -0.2588, -3.8290)  -0.079
C (-3.7371, 0.1736, -3.2575)  -0.050
N (-2.7777, 2.6745, -2.4669)  -0.152
C (-3.3340, 3.0534, -3.7566)  -0.036
C (-3.1221, 3.5267, -1.3418)  -0.041
C (2.4820, 2.2561, 1.0764)  -0.175
C (2.7874, 1.0673, 1.9471)  -0.212
N (1.5597, 0.5365, 2.5404)  0.047
C (1.6126, 0.2360, 3.8074)  -0.390
N (2.7944, 0.3033, 4.5449)  -0.199
C (3.9053, -0.5891, 4.2457)  -0.043
C (2.8475, 0.9877, 5.8286)  -0.057
N (0.5063, -0.1038, 4.5434)  -0.119
C (-0.8607, -0.0092, 4.0548)  -0.054
C (0.6373, -0.8769, 5.7754)  -0.043
N (2.0650, -2.7631, -2.5819)  -0.174
C (2.5302, -3.3231, -1.3161)  -0.048
C (1.7873, -3.7703, -3.6046)  -0.076
H (1.2980, -0.9180, -5.8616)  0.102
H (1.0302, 0.2672, -4.5788)  0.047
H (2.4711, 0.3781, -5.5916)  0.102
H (4.3667, -1.1805, -5.1334)  0.098
H (4.1172, -2.5143, -4.0039)  0.096
H (3.3153, -2.5277, -5.5897)  0.094
H (2.9364, 0.8545, -3.1268)  0.124
H (1.2855, 1.3843, -2.8852)  0.076
H (3.4920, 1.1489, -0.8311)  0.128
H (2.9897, 2.6469, -1.6201)  0.139
H (0.2094, 3.2258, 0.4966)  0.087
H (1.3914, 3.9624, -0.5734)  0.140
H (-0.8505, 3.7732, -1.4461)  0.093
H (0.3611, 3.1138, -2.5013)  0.120
H (-0.4009, -0.2705, -3.3876)  0.032
H (-1.7246, -1.2863, -3.9740)  0.051
H (-1.3552, 0.2182, -4.8166)  0.101
H (-3.9893, 0.3954, -4.3002)  0.097
H (-3.9413, -0.8874, -3.0850)  0.067
H (-4.3831, 0.7575, -2.6061)  0.097
H (-2.9575, 2.3991, -4.5411)  0.089
H (-4.4271, 3.0130, -3.7555)  0.096
H (-3.0329, 4.0744, -4.0002)  0.099
H (-2.7299, 3.1001, -0.4186)  0.074
H (-2.7408, 4.5454, -1.4570)  0.094
H (-4.2096, 3.5909, -1.2568)  0.102
H (3.4158, 2.7341, 0.7716)  0.134
H (1.9390, 2.9909, 1.6596)  0.105
H (3.2836, 0.2837, 1.3620)  0.109
H (3.4870, 1.4096, 2.7064)  0.121
H (3.7536, -1.0797, 3.2848)  0.065
H (4.8489, -0.0341, 4.2089)  0.099
H (4.0015, -1.3632, 5.0173)  0.098
H (1.9505, 1.5888, 5.9730)  0.095
H (2.9465, 0.2981, 6.6739)  0.087
H (3.7124, 1.6567, 5.8466)  0.094
H (-1.4427, 0.6914, 4.6606)  0.102
H (-0.8701, 0.3287, 3.0355)  0.018
H (-1.3420, -0.9833, 4.1031)  0.084
H (1.6493, -1.2502, 5.9006)  0.082
H (0.3626, -0.2914, 6.6554)  0.098
H (-0.0299, -1.7396, 5.7259)  0.089
H (2.6958, -2.5539, -0.5828)  0.045
H (1.7938, -4.0271, -0.9216)  0.085
H (3.4631, -3.8742, -1.4889)  0.105
H (1.3551, -3.3188, -4.4965)  0.094
H (2.6875, -4.3248, -3.8823)  0.094
H (1.0672, -4.4846, -3.1993)  0.068
O (4.3118, -2.3887, 1.2868)  0.030
C (3.8202, -3.6094, 1.6963)  -0.268
C (4.6851, -4.6974, 1.7674)  -0.016
C (4.2496, -5.9260, 2.2371)  -0.070
C (2.9356, -6.0682, 2.6512)  -0.078
C (2.0767, -4.9810, 2.5738)  -0.035
C (2.4742, -3.7397, 2.0787)  -0.079
C (1.5156, -2.5323, 2.0932)  -0.402
O (1.6457, -1.7157, 1.0240)  -0.364
N (0.0781, -2.9180, 2.2198)  0.024
N (-0.5874, -2.8985, 1.0636)  -0.054
C (-1.6265, -3.6010, 0.8615)  -0.185
C (-2.1996, -3.6641, -0.4822)  -0.568
Br (-1.0141, -2.9122, -1.7826)  0.996
C (-3.3419, -4.2725, -0.7751)  -0.085
C (-4.0801, -4.4975, -2.0265)  -0.223
C (-5.0276, -5.5265, -2.0241)  -0.031
C (-5.7680, -5.8226, -3.1570)  -0.059
C (-5.5900, -5.0785, -4.3155)  -0.064
C (-4.6753, -4.0343, -4.3256)  -0.067
C (-3.9270, -3.7443, -3.1950)  -0.073
H (5.2378, -2.5027, 1.0631)  0.110
H (5.7228, -4.5685, 1.4628)  0.122
H (4.9377, -6.7633, 2.2886)  0.114
H (2.5783, -7.0185, 3.0349)  0.110
H (1.0555, -5.1355, 2.9034)  0.099
H (1.7212, -2.0236, 3.0304)  0.115
H (-0.1431, -3.6618, 2.8589)  0.114
H (-2.0759, -4.2234, 1.6373)  0.139
H (-3.8150, -4.7150, 0.1017)  0.129
H (-5.1737, -6.1099, -1.1200)  0.118
H (-6.4896, -6.6305, -3.1327)  0.114
H (-6.1660, -5.3093, -5.2025)  0.113
H (-4.5450, -3.4391, -5.2224)  0.110
H (-3.2317, -2.9160, -3.2224)  0.031
O (-7.0024, -0.1959, 2.2536)  -0.039
C (-6.6655, -0.5784, 0.9353)  -0.193
C (-5.1993, -0.3212, 0.7398)  -0.154
C (-4.4520, -1.0272, -0.1795)  0.001
C (-3.1047, -0.7496, -0.2824)  -0.175
N (-2.4472, 0.1651, 0.4457)  0.076
C (-3.1955, 0.9161, 1.2756)  -0.198
C (-4.5502, 0.6699, 1.4612)  0.057
C (-2.5849, 2.0754, 1.9849)  -0.233
C (-3.4012, 3.0821, 2.4820)  0.043
C (-2.8632, 4.0970, 3.2580)  -0.166
C (-3.7628, 5.1869, 3.7961)  -0.193
O (-4.5148, 5.8040, 2.7609)  -0.038
C (-1.5043, 4.0514, 3.5136)  0.014
C (-0.7541, 3.0387, 2.9381)  -0.128
N (-1.2593, 2.0861, 2.1504)  0.070
H (-7.9395, -0.3418, 2.3989)  0.102
H (-7.2136, 0.0142, 0.1970)  0.138
H (-6.8822, -1.6292, 0.7399)  0.130
H (-4.8933, -1.8050, -0.7989)  0.125
H (-2.5109, -1.2983, -0.9935)  -0.004
H (-5.1183, 1.2293, 2.1900)  0.120
H (-4.4623, 3.1076, 2.2579)  0.129
H (-3.1779, 5.9064, 4.3705)  0.126
H (-4.4904, 4.7429, 4.4715)  0.134
H (-3.9666, 6.4504, 2.3036)  0.098
H (-1.0230, 4.7924, 4.1458)  0.125
H (0.3085, 2.9795, 3.1252)  0.101

## Properties
- net charge = +2
- Kohn-Sham gap (eV) = 7.825
- total energy (a.u.) = -5591.0596
- spin multiplicity = 1
- M (g mol⁻¹) = 1092.04
- HOMO energy (Ha) = -0.4470